Record 1
Molecular formula: C14H31BNO23S5
Method: DFT, ωB97M-V/def2-TZVPD

Last column: Mulliken charge in e.
Atoms and positions in Å:
S -3.730147 4.968594 3.935273  1.233
S 4.303749 -0.140211 4.578185  0.933
S -2.523198 -3.637365 -6.588977  1.053
S 1.386662 0.883506 0.261307  1.057
S -2.397608 2.029032 2.170148  1.041
O -2.781554 5.988303 3.097170  -0.262
O 5.252832 0.877067 3.738996  -0.316
O 0.502196 0.731073 1.615427  0.153
O -1.015469 1.637369 1.995761  -0.598
O 3.810170 0.914392 5.710616  -0.313
O -4.867047 4.639185 3.121741  -0.588
O -2.895842 3.971676 4.548354  -0.472
O -3.331143 0.700982 2.053047  -0.403
O -2.653856 2.331787 3.748619  -0.255
O 2.030413 -0.610518 0.255332  -0.308
O -2.188879 -2.723847 -5.531395  -0.472
O 0.973834 -2.989543 -2.673476  -0.343
O 0.484949 0.985418 -0.856304  -0.560
O 3.171480 -0.478678 3.757444  -0.449
O -2.962679 -3.203009 -7.883767  -0.541
O -4.213873 6.021628 5.078729  -0.341
O -3.601148 -4.710503 -6.018450  -0.313
O 2.435272 1.832753 0.507160  -0.599
O -3.013930 3.077959 1.405370  -0.638
O -1.283755 -4.669546 -6.793123  -0.304
O 5.135902 -1.126983 5.202118  -0.572
O 4.288121 -0.805373 -3.215088  -0.526
O 4.586564 -3.257332 -2.983503  -0.513
N 1.749394 -1.188541 -4.906408  -0.061
C 1.727372 -1.263155 1.489960  0.101
C -3.776833 1.569039 4.189605  -0.447
C 4.564576 2.121781 5.599754  -0.336
C -3.125694 -6.031295 -6.278533  -0.353
C -3.744016 0.293324 3.356680  -0.347
C -3.455285 7.225400 4.969835  -0.389
C 0.431858 -0.964107 -4.233025  -0.520
C 0.413790 -0.651719 1.958300  -0.523
C 0.018002 -1.960421 -3.042927  -0.002
C -3.067162 7.327283 3.500764  -0.361
C -1.608627 -5.928279 -6.201316  -0.310
C 4.959818 2.217505 4.132465  -0.250
C 1.609413 -3.597164 -3.834504  -0.268
C 2.499318 -2.433455 -4.533811  -0.194
B 3.810935 -2.146744 -3.565319  0.378
H 0.420504 0.127003 -3.807801  0.297
H 4.124874 2.574100 3.521294  0.228
H 0.887282 -4.118186 -4.569984  0.021
H 3.966589 2.975975 5.922376  0.327
H 1.560302 -1.249607 -5.939034  0.472
H 2.322354 -4.425205 -3.415692  0.382
H -2.570329 7.129109 5.605992  0.279
H 2.309106 -0.303457 -4.799992  0.440
H -2.199980 7.970155 3.343048  0.309
H 4.527777 -3.086075 -2.000572  0.347
H 2.915846 -2.902066 -5.525518  0.284
H -3.903884 7.690836 2.896275  0.299
H -0.171726 -1.322819 -2.078850  0.051
H -3.001989 -0.411503 3.744092  0.236
H -4.719240 -0.195257 3.311697  0.328
H -3.532152 -6.737106 -5.552861  0.318
H 2.535370 -1.049158 2.196439  0.037
H -0.436436 -1.079782 1.416764  0.331
H -3.451406 -6.315637 -7.283731  0.297
H 0.258221 -0.772859 3.031346  0.388
H -3.709446 1.368611 5.259944  0.353
H 3.547685 -0.349009 -2.735316  0.293
H -1.002666 -2.482710 -3.268888  0.271
H -4.681182 2.150556 3.984806  0.374
H 5.446238 2.032630 6.241219  0.281
H -1.266543 -5.914628 -5.162021  0.251
H 1.650806 -2.342464 1.341859  0.376
H -4.047849 8.080558 5.300243  0.315
H -0.399957 -0.992053 -5.055394  0.217
H -1.112118 -6.740281 -6.735650  0.360
H 5.825075 2.863057 3.975678  0.334

Cartesian forces (eV/Å) of the 3 atoms listed first:
0.30 0.59 0.34
0.61 0.46 0.46
-0.67 -0.49 -0.58

For the orbital gap, the calculation gives 8.20 eV. As for the net charge: +1. The LUMO energy comes out at -3.018 eV. For the HOMO energy, the calculation gives -11.2 eV. Its total energy is -4352.6308 Ha.


Record 2
Molecular formula: C4H7N4O2S
Method: DFT, ωB97M-V/def2-TZVPD

Last column: Mulliken charge in e.
Atoms and positions in Å:
S -1.544875 -0.745196 1.264769  0.030
O -1.553526 1.540620 -2.338880  -0.183
O 0.760258 3.135503 1.008244  -0.400
N 0.178270 0.145315 -0.557666  -0.072
N 0.514600 0.892100 1.635201  -0.150
N -0.037174 1.529956 -0.511521  0.067
N 0.108301 -0.317819 0.955531  0.005
C 1.542230 -0.161952 -0.964812  -0.811
C 0.446814 2.014055 0.883505  0.376
C -1.449154 -2.286190 0.275119  -0.600
C -0.930217 1.680513 -1.369490  0.680
H 2.236473 0.173963 -0.111678  0.347
H 1.751481 0.278252 -1.959348  0.362
H -1.166885 -3.086533 1.014621  0.274
H 1.651414 -1.176913 -1.119873  0.314
H -0.751569 -2.105072 -0.573731  0.164
H 0.710624 1.073200 2.557335  0.237
H -2.467065 -2.583802 -0.087327  0.359

Cartesian forces (eV/Å) of the 3 atoms listed first:
-0.48 -0.06 -0.27
1.15 1.23 2.86
-0.03 0.16 0.64

As for the SMILES: CSN1NC(=O)[N+](=C=O)N1C. The energy relative to the best compared isomer or geometry (same formula, charge and spin) is 460.7 kJ/mol. For the orbital gap, the calculation gives 7.70 eV. As for the net charge: +1. The LUMO energy comes out at -5.517 eV. For the HOMO energy, the calculation gives -13.2 eV. Its total energy is -923.8643 Ha.


Record 3
Molecular formula: C29H38Br2Ge2N3OPtS
Method: DFT, ωB97M-V/def2-TZVPD

Last column: Mulliken spin population.
Atoms and positions in Å:
Pt -0.094388 -0.749071 -0.787054  0.760
Br -3.981944 -2.855884 -6.450776  0.043
Br -1.583534 1.988845 -4.732281  0.038
Ge 0.916773 1.466220 -0.301319  -0.002
Ge 1.341502 -1.434043 1.001334  -0.067
S -2.866326 -0.964207 -0.583823  0.191
O -0.634980 0.219455 -2.538173  0.403
N -0.858018 -2.455975 -2.187270  0.037
N -3.237428 0.182847 1.807981  0.007
N -4.994205 0.211105 0.512366  0.009
C 2.849602 -2.675309 0.431162  -0.001
C 0.060500 -1.983035 2.521792  0.012
C -1.870452 0.134651 -4.520601  0.162
C 1.963362 1.685634 -2.032728  -0.004
C 3.558109 2.456099 3.044725  -0.001
C -0.811736 2.554805 -0.180619  0.000
C 2.304686 0.081532 1.783314  -0.009
C -2.439823 -3.999858 -3.861853  0.047
C 3.318321 4.863013 1.690869  0.000
C 3.644681 -3.291786 1.570926  0.003
C 4.093495 4.788453 2.836908  0.000
C -1.817834 -4.544024 -2.768882  -0.017
C -2.860001 -1.931910 -5.230556  0.232
C -2.646894 -0.582126 -5.419043  -0.077
C -2.274577 -2.627042 -4.143487  -0.022
C 2.784805 2.507868 1.877696  0.005
C -1.466972 -1.888954 -3.244450  0.067
C -1.281177 -0.469343 -3.393438  0.134
C 4.205329 3.582278 3.511305  0.000
C 0.721273 -2.661928 3.708273  -0.001
C 2.833233 2.923006 -2.176654  0.002
C 2.115241 1.329433 1.334877  0.005
C -1.021772 -3.737949 -1.937521  0.015
C -0.712232 4.028021 0.184692  -0.001
C -5.447870 0.930103 1.686583  0.002
C -4.251063 0.791124 2.648434  -0.001
C -3.717872 -0.169255 0.612237  0.004
C -0.323110 -4.300392 -0.750428  0.016
C 2.671592 3.734623 1.223390  -0.001
H 2.230647 3.827129 -2.133822  0.000
H -3.054803 -4.616092 -4.499303  0.007
H 1.062411 -3.660934 3.448033  0.000
H -0.368763 -1.029964 2.843578  0.001
H -1.265998 2.447549 -1.165621  0.003
H -2.347459 -0.139937 2.147481  -0.001
H -3.907421 1.755427 3.026342  0.000
H 3.908942 -2.545038 2.314119  -0.001
H -4.484629 0.148642 3.501532  0.000
H 3.659967 1.535987 3.599969  0.000
H -5.553484 0.101258 -0.315441  0.001
H 1.571073 -2.083030 4.059488  0.000
H -0.633659 -5.318668 -0.542142  0.000
H 4.567734 -3.722538 1.185560  0.000
H 4.604789 5.663702 3.207863  0.000
H 3.502284 -2.028442 -0.157575  0.010
H 3.221034 5.801023 1.163159  0.000
H -0.141754 4.576296 -0.561144  0.000
H 4.804416 3.521611 4.407087  0.000
H 1.218326 1.672830 -2.826977  -0.010
H -0.242675 4.166417 1.156955  0.000
H 2.497532 -3.457168 -0.236791  -0.003
H -0.522537 -3.671068 0.119721  -0.002
H -0.751299 -2.598971 2.133973  -0.002
H 3.084717 -4.086189 2.057891  0.000
H -1.449881 2.042779 0.542489  -0.001
H 2.582952 0.791932 -2.133321  0.003
H 3.596640 2.964293 -1.403480  0.001
H -1.712752 4.459191 0.223156  0.000
H 0.749959 -4.292367 -0.930412  0.000
H -5.650498 1.975769 1.435115  0.000
H 2.066666 3.795947 0.326228  0.000
H -3.097760 -0.073742 -6.259660  0.004
H -1.931594 -5.587480 -2.524717  0.001
H 0.010365 -2.752405 4.529232  0.000
H 3.020137 -0.110103 2.572969  -0.002
H 3.330747 2.899767 -3.145907  0.000
H -6.362668 0.489560 2.086468  0.000

Cartesian forces (eV/Å) of the 3 atoms listed first:
0.91 0.13 0.52
0.40 0.34 0.37
-0.19 -0.55 -0.08

For the orbital gap (alpha / beta), the calculation gives 6.73 / 4.48 eV. The spin multiplicity is 3. As for the net charge: +1. As for the expectation value of S²: 2.04. The LUMO energy (alpha / beta) comes out at -3.421 / -5.674 eV. For the HOMO energy (alpha / beta), the calculation gives -10.2 / -10.2 eV. Its total energy is -11186.4971 Ha.


Record 4
Molecular formula: C4H7NO2
Method: DFT, ωB97M-V/def2-TZVPD

Last column: Mulliken charge in e.
Atoms and positions in Å:
O 1.625037 -1.538952 -1.074967  -0.514
O -0.943518 2.087400 0.142799  -0.428
N -0.380055 0.908359 0.637779  -0.104
C 0.991515 -0.507337 -1.156249  -0.261
C -1.086980 -1.352556 0.053480  -1.112
C 1.007002 0.756983 0.690634  -0.437
C -0.029104 -0.252730 -0.083245  0.496
H 1.546152 0.547940 1.606243  0.278
H -0.782186 -2.327816 -0.326663  0.342
H 1.552733 1.426375 -0.003407  0.308
H -1.908447 -0.992647 -0.595128  0.293
H 1.213141 0.248916 -1.922818  0.459
H -1.291513 2.433334 0.977569  0.359
H -1.513773 -1.437266 1.053967  0.321

Cartesian forces (eV/Å) of the 3 atoms listed first:
-0.42 0.33 -0.55
0.07 0.70 -0.29
0.07 -0.24 0.32

As for the SMILES: C[C@]1(C=O)CN1O. The energy relative to the best compared isomer or geometry (same formula, charge and spin) is 531.6 kJ/mol. For the orbital gap, the calculation gives 10.11 eV. The LUMO energy comes out at 0.848 eV. For the HOMO energy, the calculation gives -9.3 eV. Its total energy is -361.6784 Ha.


Record 5
Molecular formula: CH10NO2
Method: DFT, ωB97M-V/def2-TZVPD

Last column: Mulliken spin population.
Atoms and positions in Å:
O 2.122338 -1.627679 0.484610  0.526
O -2.545054 -0.785750 0.199022  0.531
N 0.137499 0.824105 0.217777  0.006
C 0.288104 1.813263 -0.975935  0.000
H -3.474797 -0.656463 0.488733  -0.014
H 0.508988 1.063035 1.137739  0.002
H 2.771311 -2.074874 -0.100306  -0.014
H 1.350628 1.992871 -1.051038  0.001
H -0.089348 2.768715 -0.611132  0.001
H -0.382312 1.452868 -1.740791  -0.001
H 2.704390 -1.094771 1.084460  -0.015
H -2.517117 -1.379461 -0.590483  -0.016
H 0.685589 0.030734 -0.128988  -0.005
H -0.805558 0.433351 0.358918  -0.003

Cartesian forces (eV/Å) of the 3 atoms listed first:
0.58 0.60 0.21
0.34 -0.13 -0.32
0.19 -1.01 -1.18

The energy relative to the best compared isomer or geometry (same formula, charge and spin) is 41.0 kJ/mol. For the orbital gap (alpha / beta), the calculation gives 14.36 / 3.02 eV. The spin multiplicity is 2. As for the net charge: +2. As for the expectation value of S²: 0.76. The LUMO energy (alpha / beta) comes out at -7.745 / -16.533 eV. For the HOMO energy (alpha / beta), the calculation gives -22.1 / -19.5 eV. Its total energy is -248.4879 Ha.


Record 6
Molecular formula: C28H56Br18I2N5O
Method: DFT, ωB97M-V/def2-TZVPD

Last column: Mulliken charge in e.
Atoms and positions in Å:
I 4.908077 0.518095 2.282891  0.162
I 4.401870 -2.714773 3.799454  0.349
Br 8.243004 -0.197064 4.811073  -0.073
Br -7.560025 -0.557334 0.111198  -0.131
Br -5.565998 6.418695 -3.403389  -0.140
Br -2.456503 -5.251727 4.486776  -0.142
Br 8.482170 -3.471613 4.665591  -0.109
Br -9.245662 2.337913 -3.578815  -0.096
Br -0.973854 3.500704 -3.515113  -0.036
Br 8.945917 2.591208 7.120687  -0.135
Br 6.042778 -5.503404 6.554893  -0.106
Br -9.406411 4.049865 -6.852654  -0.126
Br -4.832809 -1.008294 -2.312516  -0.133
Br 0.916579 -4.833034 5.961144  -0.104
Br 2.132159 -4.716654 1.623990  -0.066
Br -1.188611 7.054293 -2.179017  -0.157
Br -5.321764 3.067074 -4.866210  -0.127
Br -0.695436 -4.951175 -0.760152  -0.162
Br -3.950542 3.880365 -0.446417  -0.121
Br -1.859058 0.775915 0.034859  -0.153
O 1.946183 3.411188 0.045766  -0.462
N 0.270943 0.950006 -3.226603  -0.395
N 1.997387 -0.425264 -2.050638  -0.061
N 3.070693 -0.308900 -1.197677  0.340
N 3.689274 -1.730086 0.650392  0.635
N 1.826120 -1.945269 -0.610823  -0.352
C -3.657958 1.225926 0.669897  -0.608
C -6.543307 4.526462 -5.300891  -0.415
C -2.157816 5.002003 -3.942006  -0.201
C 3.630960 2.100550 -0.813095  -0.466
C 2.402161 2.095628 0.022346  0.360
C 7.159033 -5.985716 5.039005  -0.335
C 7.496771 1.598727 4.860546  -0.473
C -1.711846 -5.976037 6.134917  -0.611
C -5.841598 5.855235 -5.243858  -0.586
C -4.459649 2.005243 -0.331360  -0.277
C 2.909793 -1.305129 -0.357500  0.536
C 5.729975 -3.684645 1.219545  -1.159
C 0.943563 3.571313 1.005810  -0.680
C 1.587918 0.353649 -3.247659  -0.937
C 4.043974 0.740861 -1.378862  -1.133
C -0.820312 -4.983325 6.828659  -0.587
C 5.523391 -2.406146 2.005363  -0.808
C 4.961021 -1.290787 1.131529  -0.971
C -0.462394 -5.768263 0.992557  -0.512
C -7.487635 -0.095583 -1.777795  -0.444
C -6.756256 -1.136897 -2.579009  -0.540
C -10.627888 2.280995 -4.950503  -0.558
C -1.485680 6.347428 -3.959032  -0.584
C 1.329773 -1.404710 -1.630244  -0.345
C -10.036371 2.281559 -6.332946  -0.590
C 0.216240 -4.841709 1.960238  -0.333
C 8.536990 2.624012 5.222060  -0.605
C 8.524118 -5.361752 5.128444  -0.594
H 6.668927 1.573987 5.560888  0.414
H -7.374460 4.454063 -4.611087  0.344
H -7.022556 0.882057 -1.842803  0.148
H -0.028078 1.143324 -2.277301  0.178
H -7.039861 -2.150769 -2.321883  0.413
H -11.172027 1.357483 -4.771450  0.344
H -4.128917 0.264572 0.859984  0.364
H 4.150019 0.866725 -2.429457  0.533
H 5.644202 -1.233771 0.315165  0.765
H -9.192371 1.607995 -6.429277  0.373
H -6.894113 4.315752 -6.305996  0.155
H -0.015673 3.241146 0.655509  0.209
H 0.857433 4.604331 1.208455  0.315
H -0.365704 0.240135 -3.568260  0.253
H 6.481506 -2.080984 2.328484  0.572
H 8.165780 3.626581 5.024269  0.384
H 3.293583 -2.514479 1.146429  -0.305
H 4.448798 2.521647 -0.285254  0.481
H 8.954756 -5.431976 6.120443  0.391
H -0.523162 6.332744 -4.458202  0.427
H -1.243689 -3.986093 6.856422  0.377
H -3.525959 1.758178 1.604955  0.451
H 3.440532 2.770640 -1.622056  0.309
H -6.448312 6.634622 -5.698301  0.397
H 9.199367 -5.817943 4.408913  0.342
H 7.119131 1.780635 3.858336  0.053
H -8.523059 -0.024441 -2.099768  0.353
H 0.445995 -1.750892 -2.091168  0.552
H 1.596726 -0.317495 -4.072615  0.568
H 0.134191 -5.220418 2.975063  -0.010
H -2.131570 7.079060 -4.438381  0.366
H 1.599573 1.474528 -0.365156  -0.153
H -1.466973 -5.998644 1.337631  0.331
H -4.867903 5.833308 -5.720673  0.347
H -2.980685 4.953204 -3.237994  -0.009
H 5.560679 -4.560028 1.802632  0.299
H -1.194880 -6.891137 5.870638  0.371
H 2.580647 1.817334 1.045903  0.067
H -11.281914 3.126546 -4.772277  0.364
H -2.523195 4.767844 -4.939579  0.217
H -5.505954 2.018735 -0.033051  0.281
H 6.745251 -3.707224 0.888270  0.364
H -6.915421 -0.974003 -3.642035  0.336
H -0.604321 -5.313258 7.841381  0.341
H 0.087469 -6.689150 0.836258  0.384
H 7.235160 -7.069537 5.073875  0.371
H 5.141099 -3.689257 0.330581  0.343
H 2.286525 1.130424 -3.473375  0.294
H -10.792274 2.021526 -7.069240  0.360
H 9.472387 2.473611 4.695462  0.369
H -4.373805 1.606760 -1.333136  0.081
H 6.619443 -5.689767 4.145406  0.036
H 1.177314 3.076757 1.938285  0.321
H 5.012976 0.488021 -1.021779  0.336
H -2.572147 -6.211861 6.755593  0.369
H -0.173943 -3.830772 1.921478  0.421

Cartesian forces (eV/Å) of the 3 atoms listed first:
0.17 0.31 -0.32
0.09 -0.07 0.23
-0.11 0.19 0.04

The energy relative to the best compared isomer or geometry (same formula, charge and spin) is 108.6 kJ/mol. For the orbital gap, the calculation gives 8.82 eV. As for the net charge: +1. The LUMO energy comes out at -2.198 eV. For the HOMO energy, the calculation gives -11.0 eV. Its total energy is -48376.9000 Ha.